ORCA calculation (ωB97M-V/def2-TZVPD) on a structure of composition C3H12FN3O13V at a distorted geometry.

Properties
⟨S²⟩ = 0.7862
spin multiplicity = 2
gap between HOMO and LUMO (spin up / spin down) = 0.1986 / 0.1987 Ha
total charge = -2
highest occupied orbital energy (spin up / spin down) = -1.32 / -1.32 eV
ΔE to the lowest compared entry with this formula, charge and spin = 0.0 kJ/mol
calculated total energy = -2307.48570 Ha

XYZ file:
```
33
Properties=species:S:1:pos:R:3:forces:R:3
O 1.454245 -0.503488 0.459874 -3.108 2.083 -0.097
V 0.060019 0.275281 0.151221 1.594 -3.435 -3.258
N 0.673662 1.436302 -2.968804 -0.734 -0.461 -1.533
O 0.671946 1.427501 -1.691589 0.135 0.133 1.914
O 1.323930 2.331559 -3.552474 -0.054 -0.248 0.781
O 0.010278 0.621180 -3.596943 0.384 0.419 0.591
N 2.062921 -2.317102 -3.045683 -0.213 -0.108 0.949
O 0.919533 -2.763633 -3.303560 0.528 0.186 -0.035
O 3.078846 -2.898573 -3.510312 -0.005 0.142 -0.209
O 2.206656 -1.350476 -2.252756 -0.037 -0.602 -0.743
N -2.673303 2.321378 -0.201881 -0.509 0.763 -0.091
O -1.783254 1.462602 0.052075 0.377 -0.379 0.357
O -2.858397 3.249574 0.619433 0.182 -0.335 -0.051
O -3.340086 2.238121 -1.226989 0.232 -0.133 0.273
F -0.970987 -1.008896 -1.006289 1.257 1.697 2.282
C -2.052592 -0.220650 2.692315 -0.680 -0.377 0.064
O -0.767602 -0.401376 2.120139 0.121 0.594 -0.012
H -2.495758 0.698694 2.319429 0.256 0.077 -0.058
H -2.715942 -1.048363 2.424738 0.089 0.003 -0.181
H -2.005852 -0.206188 3.785132 0.205 0.210 -0.012
H -0.290470 -1.074845 2.610896 0.108 -0.290 -0.512
C 0.641384 3.340265 0.687045 0.019 -0.139 -0.653
O 0.657577 2.057856 1.349300 -0.468 0.625 -0.268
H 1.609959 3.474908 0.205526 -0.015 0.266 0.084
H -0.106899 3.303596 -0.099121 0.032 -0.166 0.051
H 0.363068 4.156742 1.352576 0.158 -0.143 0.267
H 1.066759 2.180514 2.205316 0.099 -0.488 0.029
C 1.237345 -3.440554 0.639751 -0.159 -0.681 -0.398
O -0.146462 -3.261838 0.955837 0.285 -0.374 0.442
H 1.556593 -4.480041 0.824939 -0.128 0.028 0.100
H 1.372844 -3.251505 -0.427044 0.387 0.417 0.166
H 1.850988 -2.795534 1.261719 -0.106 0.240 -0.186
H -0.610959 -3.553014 0.166171 -0.231 0.476 -0.049
```
Positions in Å, forces in eV/Å.

And the Löwdin charges, in e, turn out to be: atom 1 (O): -0.310, atom 2 (V): 1.061, atom 3 (N): -0.557, atom 4 (O): -0.140, atom 5 (O): -0.057, atom 6 (O): 0.031, atom 7 (N): -0.628, atom 8 (O): -0.092, atom 9 (O): -0.137, atom 10 (O): -0.084, atom 11 (N): -0.569, atom 12 (O): -0.153, atom 13 (O): -0.057, atom 14 (O): 0.024, atom 15 (F): -0.448, atom 16 (C): -0.101, atom 17 (O): -0.168, atom 18 (H): 0.078, atom 19 (H): 0.092, atom 20 (H): 0.080, atom 21 (H): 0.100, atom 22 (C): -0.095, atom 23 (O): -0.175, atom 24 (H): 0.091, atom 25 (H): 0.068, atom 26 (H): 0.085, atom 27 (H): 0.101, atom 28 (C): -0.161, atom 29 (O): -0.148, atom 30 (H): 0.064, atom 31 (H): 0.077, atom 32 (H): 0.056, atom 33 (H): 0.073

ORCA calculation (ωB97M-V/def2-TZVPD) on a cluster of 2 separate species, C3H12N2 in total at a distorted geometry.

Properties
structure (SMILES) = NCN.CC
gap between HOMO and LUMO = 0.3601 Ha
highest occupied orbital energy = -8.63 eV
ΔE to the lowest compared entry with this formula, charge and spin = 105.3 kJ/mol
calculated total energy = -230.95121 Ha

XYZ file:
```
17
Properties=species:S:1:pos:R:3:forces:R:3
N 4.872376 0.834653 -1.239388 -0.431 -1.732 1.170
C 4.729555 2.235205 -1.403729 0.724 0.432 -1.344
N 4.531760 2.596084 -2.828081 -2.268 1.324 1.478
H 5.730906 0.456111 -1.649420 -0.784 0.200 0.208
H 4.050015 0.245778 -1.398124 0.629 0.427 -0.157
H 3.944770 2.746820 -0.843009 0.029 -0.599 0.301
H 5.714806 2.587985 -1.052934 -0.511 0.652 -0.311
H 5.270581 2.150139 -3.282130 0.806 -0.905 -1.563
H 3.571612 2.287990 -3.137320 1.806 0.202 0.219
C -5.044731 -2.663810 1.693659 0.590 -0.690 2.308
C -5.629036 -1.398951 2.485949 2.447 -1.099 2.744
H -5.442979 -3.676428 2.115850 0.675 1.915 -0.820
H -3.902547 -2.757543 1.584893 -1.544 0.413 1.019
H -5.287577 -2.582643 0.685264 -1.030 -0.022 -1.787
H -5.820463 -1.617108 3.647277 -0.049 0.192 -2.722
H -4.876762 -0.598237 2.583408 0.240 -0.442 -0.233
H -6.412286 -0.846046 2.037836 -1.330 -0.268 -0.509
```
Positions in Å, forces in eV/Å.

And the Löwdin charges, in e, turn out to be: atom 1 (N): -0.035, atom 2 (C): -0.389, atom 3 (N): -0.024, atom 4 (H): 0.072, atom 5 (H): 0.069, atom 6 (H): 0.103, atom 7 (H): 0.106, atom 8 (H): 0.015, atom 9 (H): 0.082, atom 10 (C): -0.166, atom 11 (C): -0.168, atom 12 (H): 0.085, atom 13 (H): 0.076, atom 14 (H): 0.006, atom 15 (H): 0.099, atom 16 (H): 0.043, atom 17 (H): 0.024

ORCA calculation (ωB97M-V/def2-TZVPD) on a cluster of 3 separate species, C3H12N2O in total at a distorted geometry.

Properties
structure (SMILES) = C=CC.NN.O
gap between HOMO and LUMO = 0.3715 Ha
highest occupied orbital energy = -9.09 eV
ΔE to the lowest compared entry with this formula, charge and spin = 232.0 kJ/mol
calculated total energy = -306.15559 Ha

XYZ file:
```
18
Properties=species:S:1:pos:R:3:forces:R:3
C 0.968268 1.053281 -0.872956 1.056 0.320 1.035
C 1.207457 0.930627 0.449949 1.031 0.469 -1.424
C 2.027419 -0.168900 1.040937 -0.695 -0.376 0.155
H 1.387865 0.336848 -1.567327 -0.225 -0.280 -0.075
H 0.664429 2.003164 -1.289938 -0.354 0.019 -0.009
H 1.055322 1.787414 1.092788 -0.503 -0.105 0.095
H 2.173309 -0.983500 0.329468 0.036 0.028 0.002
H 1.523061 -0.570391 1.926236 0.186 0.058 -0.132
H 2.998886 0.213051 1.340376 0.171 0.097 0.045
N -1.849307 -0.022771 -0.851907 1.371 0.378 -0.580
N -1.879602 -1.359543 -1.434295 -0.059 0.143 0.110
H -0.927777 0.445074 -1.150713 -1.891 -0.684 0.378
H -2.648154 0.482872 -1.226648 0.325 0.038 -0.072
H -0.912821 -1.669957 -1.506158 -0.178 0.038 0.070
H -2.318498 -1.953688 -0.732655 0.211 0.039 -0.090
O -0.902831 0.029725 1.558161 -0.482 0.444 -1.448
H -1.113604 -0.533264 2.303065 -0.586 -0.247 -0.383
H -1.453425 -0.020044 0.591617 0.588 -0.380 2.322
```
Positions in Å, forces in eV/Å.

And the Löwdin charges, in e, turn out to be: atom 1 (C): -0.077, atom 2 (C): -0.247, atom 3 (C): -0.109, atom 4 (H): 0.060, atom 5 (H): 0.056, atom 6 (H): 0.102, atom 7 (H): 0.073, atom 8 (H): 0.065, atom 9 (H): 0.073, atom 10 (N): -0.092, atom 11 (N): -0.037, atom 12 (H): 0.065, atom 13 (H): 0.098, atom 14 (H): 0.064, atom 15 (H): 0.065, atom 16 (O): -0.195, atom 17 (H): 0.006, atom 18 (H): 0.029

ORCA calculation (ωB97M-V/def2-TZVPD) on a structure of composition C3H12N2O at a distorted geometry.

Properties
gap between HOMO and LUMO = 0.1630 Ha
highest occupied orbital energy = -8.13 eV
ΔE to the lowest compared entry with this formula, charge and spin = 700.3 kJ/mol
calculated total energy = -305.97722 Ha

XYZ file:
```
18
Properties=species:S:1:pos:R:3:forces:R:3
N 0.657584 -2.349324 1.170797 1.981 1.440 0.048
C 0.979034 0.070371 0.559893 -0.834 6.011 -2.575
C -0.103589 0.826157 1.280293 -0.081 -1.467 1.717
C 0.723814 -0.026849 -0.936626 0.229 -1.535 0.455
N -0.600032 -0.454055 -1.297405 0.856 -0.403 0.106
H -0.116049 -2.787474 1.657040 -0.618 0.994 -0.381
H 2.011202 0.390966 0.772687 -0.214 -0.970 0.485
H 0.778116 -1.109462 0.899293 -1.051 -4.854 1.456
H 0.038368 0.799335 2.384555 0.038 0.103 -0.620
H -0.188797 1.907156 0.981229 0.276 -0.490 -0.699
H -1.097360 0.389912 1.068610 0.473 0.475 -0.040
H 1.478378 -0.733285 -1.307084 0.128 0.063 -0.442
H 0.899055 0.930291 -1.472015 0.273 0.090 0.794
H -1.132385 0.448959 -1.194908 -0.747 0.152 0.043
H -0.861195 -1.106125 -0.556035 -0.602 0.072 -0.274
H 1.012386 -2.890479 0.391797 -0.312 0.362 -0.291
H -1.724883 2.453840 -1.596322 0.040 0.102 0.184
O -1.404696 1.978229 -0.818000 0.164 -0.144 0.032
```
Positions in Å, forces in eV/Å.

And the Löwdin charges, in e, turn out to be: atom 1 (N): 0.084, atom 2 (C): -0.137, atom 3 (C): -0.094, atom 4 (C): -0.309, atom 5 (N): -0.015, atom 6 (H): 0.037, atom 7 (H): 0.142, atom 8 (H): 0.029, atom 9 (H): 0.093, atom 10 (H): 0.108, atom 11 (H): 0.087, atom 12 (H): 0.114, atom 13 (H): 0.155, atom 14 (H): 0.003, atom 15 (H): 0.051, atom 16 (H): 0.033, atom 17 (H): -0.049, atom 18 (O): -0.333

ORCA calculation (ωB97M-V/def2-TZVPD) on a cluster of 3 separate species, C3H12N2O in total at a distorted geometry.

Properties
structure (SMILES) = C=C.NCO.N
gap between HOMO and LUMO = 0.3811 Ha
highest occupied orbital energy = -9.62 eV
ΔE to the lowest compared entry with this formula, charge and spin = 150.5 kJ/mol
calculated total energy = -306.18662 Ha

XYZ file:
```
18
Properties=species:S:1:pos:R:3:forces:R:3
C 0.635861 -2.121558 -2.567815 0.657 0.331 -0.139
C 1.729948 -1.535612 -2.079668 -0.858 -0.435 0.057
H 0.060895 -1.572536 -3.302334 -0.536 0.039 0.354
H 0.335080 -3.130997 -2.324037 0.231 -0.184 -0.289
H 1.805029 -0.461754 -2.168288 0.574 -0.025 -0.316
H 2.461870 -2.096919 -1.514211 -0.077 0.204 0.334
N -1.311471 2.416443 0.575201 0.443 -0.657 0.038
C -0.246795 2.133307 -0.367897 -0.424 1.062 -0.899
O 0.231526 0.812304 -0.581236 -0.033 0.067 0.827
H -2.040753 1.720549 0.514768 -0.285 0.069 -0.060
H -1.011355 2.471037 1.540696 0.182 -0.136 -0.090
H -0.607072 2.467877 -1.348589 -0.079 0.065 0.083
H 0.589102 2.789925 -0.123949 0.157 -0.282 0.132
H -0.428061 0.187693 -0.264899 0.066 -0.117 -0.028
N -0.372360 -1.093661 3.341411 0.298 0.667 -0.525
H -1.117570 -1.760036 3.223579 0.107 -0.347 0.623
H -0.784196 -0.187841 3.199190 -0.095 0.341 -0.212
H 0.070321 -1.038222 4.248077 -0.327 -0.661 0.109
```
Positions in Å, forces in eV/Å.

And the Löwdin charges, in e, turn out to be: atom 1 (C): -0.087, atom 2 (C): -0.079, atom 3 (H): 0.042, atom 4 (H): 0.039, atom 5 (H): 0.034, atom 6 (H): 0.046, atom 7 (N): 0.018, atom 8 (C): -0.352, atom 9 (O): -0.079, atom 10 (H): 0.061, atom 11 (H): 0.061, atom 12 (H): 0.106, atom 13 (H): 0.113, atom 14 (H): 0.073, atom 15 (N): 0.012, atom 16 (H): 0.001, atom 17 (H): -0.016, atom 18 (H): 0.006

ORCA calculation (ωB97M-V/def2-TZVPD) on a structure of composition C3H12N2O at a distorted geometry.

Properties
⟨S²⟩ = 1.5183
spin multiplicity = 2
gap between HOMO and LUMO (spin up / spin down) = 0.2073 / 0.2503 Ha
total charge = +1
highest occupied orbital energy (spin up / spin down) = -13.78 / -14.24 eV
ΔE to the lowest compared entry with this formula, charge and spin = 651.3 kJ/mol
calculated total energy = -305.68460 Ha

XYZ file:
```
18
Properties=species:S:1:pos:R:3:forces:R:3
N 2.624162 0.117205 -0.386948 -2.624 -1.326 1.599
C 0.389671 0.820834 0.468944 -4.894 0.566 0.696
C -0.535993 1.316065 -0.640980 -0.998 0.093 0.046
C 0.184185 -0.678005 0.804885 -1.034 -0.685 -0.611
N -1.229362 -0.875438 1.248112 0.843 1.029 -1.565
H 3.289892 0.018547 0.321574 1.247 0.195 1.961
H 0.422771 1.445739 1.345013 0.255 0.530 0.282
H 1.489052 0.719539 0.056112 2.445 -0.642 -1.258
H -0.498025 0.627359 -1.512062 0.120 0.658 0.466
H -0.432984 2.380686 -0.943977 0.343 -0.711 0.269
H -1.681181 1.273634 -0.314110 2.364 -0.098 -0.146
H 0.335212 -1.184695 -0.124763 0.127 -0.424 -0.887
H 0.986774 -1.075229 1.433229 -0.693 0.180 0.620
H -1.907146 -1.045041 0.464946 1.160 1.318 0.237
H -1.400392 -1.727223 1.694375 0.610 -1.443 2.008
H 3.109569 0.177361 -1.210025 1.126 1.137 -3.251
H -3.008879 -1.343100 -1.425315 -0.747 -0.388 -0.273
O -2.137321 -0.968245 -1.279012 0.350 0.011 -0.195
```
Positions in Å, forces in eV/Å.

And the Löwdin charges, in e, turn out to be: atom 1 (N): 0.320, atom 2 (C): -0.146, atom 3 (C): -0.070, atom 4 (C): -0.230, atom 5 (N): 0.082, atom 6 (H): 0.069, atom 7 (H): 0.129, atom 8 (H): 0.058, atom 9 (H): 0.077, atom 10 (H): 0.098, atom 11 (H): 0.148, atom 12 (H): 0.096, atom 13 (H): 0.126, atom 14 (H): 0.054, atom 15 (H): 0.068, atom 16 (H): 0.054, atom 17 (H): 0.046, atom 18 (O): 0.021